57
Properties=species:S:1:pos:R:3:lowdin_charge:R:1 method="wB97M-V/def2-TZVPD" e_homo_ev=-7.87 total_charge=0 relative_energy_ev=0.000 total_energy_ha=-3630.1143
Y -0.05 0.00 0.56 1.134
C 0.84 3.75 -1.02 -0.497
C 2.14 2.96 -1.11 -0.500
S 2.02 1.17 -1.32 0.811
C 1.36 0.92 -2.98 -0.477
C -0.07 1.35 -3.25 -0.471
S -1.27 0.60 -2.10 0.892
C -2.39 1.98 -1.80 -0.486
C -1.90 3.17 -0.95 -0.475
S -0.41 3.01 0.07 0.891
H 0.40 3.89 -2.01 0.058
H 1.07 4.75 -0.64 0.080
H 2.69 3.05 -0.17 0.075
H 2.78 3.37 -1.89 0.087
H 1.47 -0.16 -3.12 0.071
H 2.03 1.40 -3.70 0.090
H -0.35 1.04 -4.26 0.085
H -0.18 2.43 -3.19 0.060
H -3.24 1.51 -1.31 0.058
H -2.74 2.34 -2.77 0.085
H -2.69 3.42 -0.24 0.076
H -1.74 4.05 -1.57 0.075
O -0.14 1.08 2.70 -0.444
S -0.38 -0.15 3.49 0.462
O 0.29 -0.20 4.75 -0.272
O -0.11 -1.27 2.56 -0.430
C -2.14 -0.29 3.83 -0.205
C -2.46 -0.34 5.18 -0.047
C -3.77 -0.55 5.59 -0.056
C -4.76 -0.74 4.66 -0.057
C -4.46 -0.69 3.30 -0.049
C -3.16 -0.46 2.88 -0.206
S -2.98 -0.29 1.10 0.502
O -4.30 -0.35 0.54 -0.271
O -2.04 -1.32 0.59 -0.388
O -2.28 1.00 0.93 -0.447
H -1.66 -0.22 5.90 0.111
H -3.99 -0.58 6.65 0.110
H -5.78 -0.92 4.97 0.110
H -5.23 -0.81 2.56 0.110
I 3.03 -0.30 1.68 1.108
C 3.58 -1.49 0.04 -0.624
C 4.91 -1.75 -0.12 -0.163
C 5.33 -2.57 -1.18 -0.084
C 4.41 -3.12 -2.02 -0.041
C 3.02 -2.87 -1.86 -0.175
C 2.08 -3.47 -2.72 -0.051
C 0.75 -3.25 -2.54 -0.083
C 0.31 -2.38 -1.51 -0.175
C 1.17 -1.73 -0.64 -0.256
C 2.56 -2.02 -0.81 -0.286
H 5.63 -1.32 0.56 0.086
H 6.39 -2.77 -1.31 0.103
H 4.72 -3.77 -2.83 0.111
H 2.44 -4.12 -3.52 0.108
H 0.02 -3.72 -3.19 0.102
H -0.76 -2.24 -1.42 0.062